Formula: C5H6F2O
Source: the OMol25 dataset
Level of theory: ωB97M-V/def2-TZVPD

E: -468.9282 Eh
E_HOMO (alpha / beta): -6.944 / -7.340 eV
gap between HOMO and LUMO (alpha / beta): 7.75 / 7.86 eV
energy relative to the best compared isomer or geometry (same formula, charge and spin): 88.2 kcal per mole

```
! RIJCOSX wB97M-V def2-TZVPD def2/J DEFGRID3
* xyz 0 1
C -0.71 2.34 -1.11
H -0.13 0.62 1.19
H -1.50 2.96 -1.65
H 0.58 -1.88 -0.21
C 0.78 -1.43 0.68
F 0.30 4.26 -0.33
C 0.24 -0.10 0.45
H 1.86 -1.38 0.77
C -0.86 0.97 -1.35
H 0.41 -2.03 1.49
F 1.45 2.44 -0.02
O -0.37 -0.09 -0.74
C 0.32 2.90 -0.44
H -1.37 0.64 -2.20
*
```